[1]
A structure of composition C33H38BaBrN5O2S4 in a non-equilibrium geometry, computed with wB97M-V/def2-TZVPD.

Element x y z (Å)
H (-4.046, 0.441, -5.669)
C (-2.807, 0.493, -3.142)
C (-2.813, 2.965, 6.009)
H (-4.600, 1.980, -6.347)
S (1.726, -1.476, 3.707)
H (-3.113, 4.009, 6.101)
C (6.162, -0.688, 2.597)
C (-3.135, 3.673, -4.846)
Ba (-0.155, -1.325, 1.370)
C (5.587, -0.803, 0.210)
H (-3.633, 2.300, 6.280)
N (2.920, -5.069, 1.035)
C (0.899, 2.317, -1.743)
H (-3.746, 0.051, -3.448)
H (-1.974, 2.747, 6.670)
C (2.054, 1.911, -2.667)
H (-0.595, 2.920, -3.835)
H (-2.207, 4.226, -4.677)
C (5.201, -0.876, 1.568)
H (-0.952, 2.539, -6.078)
H (2.775, -1.360, -2.493)
N (2.926, -1.366, 0.832)
H (4.068, -1.050, 5.234)
O (-2.451, 2.820, 4.644)
C (1.332, 2.059, -0.287)
C (3.842, -1.141, 1.858)
C (4.382, -1.010, 4.197)
C (-3.506, -1.549, 2.703)
H (3.447, -4.934, 0.188)
H (-1.688, 0.986, -6.473)
S (-1.639, 1.585, 2.550)
H (1.450, 4.362, -1.301)
N (0.931, -4.751, 2.041)
C (4.682, -1.021, -0.768)
H (3.306, -4.671, 1.878)
H (1.790, 2.076, -3.718)
H (2.950, 2.500, -2.436)
C (1.580, -4.803, 0.885)
H (-3.642, 4.115, -5.714)
H (-3.769, 3.812, -3.964)
C (-0.389, 1.583, -2.191)
C (-2.214, -3.400, 3.226)
H (1.650, 1.034, -0.120)
H (7.197, -0.490, 2.338)
H (1.415, -1.125, -1.381)
H (2.182, 2.714, -0.065)
C (5.739, -0.766, 3.889)
N (-0.177, -3.991, 2.053)
C (3.338, -1.326, -0.417)
C (-1.904, 2.039, -6.274)
H (0.535, 2.281, 0.431)
H (-2.917, -4.650, 4.815)
H (4.956, -0.961, -1.815)
C (-2.094, 1.581, 4.197)
C (-2.237, 1.559, -3.831)
Br (-2.967, -1.458, -1.080)
H (-0.874, -5.130, 3.605)
C (3.388, -1.194, 3.242)
C (-4.254, -3.003, 4.416)
H (2.157, -2.714, -1.525)
C (-1.045, 2.071, -3.322)
H (-4.961, -3.278, 5.190)
O (-0.370, -0.164, -0.520)
C (-3.119, -3.771, 4.216)
C (-2.164, -0.023, -2.031)
H (-2.342, 2.480, -7.177)
H (0.751, 4.182, -2.911)
C (-1.030, -4.261, 2.969)
C (-4.182, 1.505, -5.453)
H (-0.297, 4.129, -1.482)
H (-3.603, -0.657, 2.094)
H (-5.337, -1.245, 3.765)
H (6.621, -0.567, -0.031)
H (6.450, -0.637, 4.700)
S (0.846, -4.734, -0.678)
C (-0.935, 0.450, -1.537)
S (-2.039, 0.289, 5.277)
N (-2.405, -2.285, 2.497)
H (-4.919, 1.593, -4.648)
H (2.301, 0.854, -2.540)
C (-2.863, 2.181, -5.084)
C (-4.471, -1.880, 3.637)
C (0.681, 3.836, -1.874)
C (2.366, -1.643, -1.520)

Cartesian forces (eV/Å) of the 2 atoms listed first:
0.0194 0.1018 0.0211
0.0363 0.0027 0.0399

Computed properties:
Energy: -5897.0240 a.u.
Net charge: -2
ΔE to the lowest compared entry with this formula, charge and spin: 63.4 kJ/mol
HOMO-LUMO gap: 5.613 eV
Highest occupied orbital energy: -1.757 eV
E_LUMO: 3.86 eV
Multiplicity: 1
Strongest force on any atom: 3.5 eV/Å

From a Mulliken analysis of the wavefunction, the atomic charges in e read:
1. H 0.40
2. C 0.22
3. C -0.73
4. H 0.44
5. S -0.29
6. H 0.22
7. C -0.89
8. C -1.64
9. Ba 1.64
10. C -0.88
11. H 0.30
12. N -0.52
13. C 2.73
14. H 0.49
15. H 0.31
16. C -1.40
17. H 0.11
18. H 0.33
19. C 1.42
20. H 0.29
21. H 0.44
22. N 0.37
23. H 0.39
24. O -0.26
25. C -1.84
26. C -0.95
27. C -0.49
28. C -0.49
29. H 0.26
30. H 0.35
31. S -0.30
32. H 0.48
33. N -1.01
34. C -0.74
35. H 0.29
36. H 0.29
37. H 0.42
38. C 0.26
39. H 0.45
40. H 0.34
41. C -0.20
42. C 1.05
43. H 0.29
44. H 0.32
45. H -0.29
46. H 0.57
47. C -0.48
48. N 0.69
49. C 0.34
50. C -1.64
51. H 0.14
52. H 0.36
53. H 0.45
54. C 0.03
55. C -0.10
56. Br -0.28
57. H 0.26
58. C 0.31
59. C -0.25
60. H 0.00
61. C -0.73
62. H 0.37
63. O -1.10
64. C -0.73
65. C -0.25
66. H 0.45
67. H 0.39
68. C -1.22
69. C -2.24
70. H 0.38
71. H 0.52
72. H 0.38
73. H 0.32
74. H 0.32
75. S -0.45
76. C 0.29
77. S -0.39
78. N 0.14
79. H 0.40
80. H 0.07
81. C 1.96
82. C -0.76
83. C -2.10
84. C -0.43



[2]
The molecule C6H8O2S in a non-equilibrium geometry, computed with wB97M-V/def2-TZVPD.

Element x y z (Å)
C (-0.740, -1.191, -1.515)
H (1.488, 0.379, 1.739)
S (0.544, -0.241, -1.624)
C (-0.723, 0.035, 1.099)
H (-1.112, -1.412, -2.552)
O (0.446, 1.426, -1.368)
O (1.400, -0.570, -2.762)
C (0.192, 1.629, 0.011)
C (1.529, -0.553, -0.143)
H (2.429, -0.122, -0.510)
H (-1.218, -0.880, 1.253)
H (-2.052, 1.575, 0.050)
C (0.801, 0.357, 0.893)
H (1.491, -1.674, -0.094)
H (-1.388, -0.756, -0.801)
C (-1.212, 1.125, 0.481)
H (0.318, 2.626, 0.261)

Cartesian forces (eV/Å) of the 2 atoms listed first:
-3.4525 -1.5370 -2.7092
-0.3555 0.9104 0.2549

Computed properties:
Energy: -781.7046 a.u.
Net charge: 0
ΔE to the lowest compared entry with this formula, charge and spin: 562.4 kJ/mol
HOMO-LUMO gap (spin up / spin down): 4.358 / 5.318 eV
Highest occupied orbital energy (spin up / spin down): -3.918 / -8.630 eV
E_LUMO (spin up / spin down): 0.44 / -3.31 eV
Multiplicity: 3
<S²>: 2.011
Strongest force on any atom: 6.6 eV/Å

From a Mulliken analysis of the wavefunction, the atomic charges in e read:
1. C -0.63
2. H 0.41
3. S 0.84
4. C -1.29
5. H 0.32
6. O -0.28
7. O -0.64
8. C -0.30
9. C -0.82
10. H 0.45
11. H 0.53
12. H 0.43
13. C 0.12
14. H 0.38
15. H 0.46
16. C -0.47
17. H 0.48



[3]
A structure of composition C11H17BiN3O4 in a non-equilibrium geometry, computed with wB97M-V/def2-TZVPD.

Element x y z (Å)
H (-2.197, 1.524, 2.494)
H (-1.603, 4.446, 0.042)
H (1.454, 2.158, 2.814)
H (-0.591, 0.128, -1.232)
Bi (0.320, -1.964, 0.097)
H (-1.140, 0.818, 3.732)
H (-1.832, 3.399, -1.826)
C (-1.259, 3.613, 0.664)
H (0.691, -2.507, -5.163)
H (3.044, -4.190, -4.023)
C (-1.505, -2.650, -0.231)
H (1.866, 1.139, 1.425)
C (-0.294, -1.579, 2.065)
H (-2.030, 3.473, 1.436)
C (0.784, -3.807, 0.910)
H (-0.545, 2.221, -2.147)
O (-0.639, -1.344, 3.172)
C (-1.433, 2.414, -1.529)
C (2.123, -1.359, 0.628)
C (-0.556, 1.260, 0.489)
O (3.192, -0.974, 0.933)
H (-2.214, 1.671, -1.739)
O (-2.593, -3.042, -0.442)
C (1.659, -2.716, -4.665)
H (1.393, 0.381, 2.989)
H (2.398, -1.896, -4.757)
O (1.046, -4.851, 1.383)
C (-1.185, 1.550, 2.916)
N (-1.064, 2.346, -0.084)
C (1.214, 1.212, 2.295)
H (-0.307, 3.904, 1.130)
C (1.999, -3.924, -4.278)
N (-0.207, 1.250, 1.833)
N (-0.352, 0.156, -0.249)
H (-0.975, 2.539, 3.351)
H (1.337, -4.800, -4.429)

Cartesian forces (eV/Å) of the 2 atoms listed first:
0.1959 0.0847 0.2109
0.2536 -0.5869 -0.2181

Computed properties:
Energy: -1107.5802 a.u.
Net charge: +3
ΔE to the lowest compared entry with this formula, charge and spin: 829.9 kJ/mol
HOMO-LUMO gap: 3.365 eV
Highest occupied orbital energy: -17.349 eV
E_LUMO: -13.98 eV
Multiplicity: 1
Strongest force on any atom: 17.7 eV/Å

From a Mulliken analysis of the wavefunction, the atomic charges in e read:
1. H 0.43
2. H 0.34
3. H 0.34
4. H 0.22
5. Bi 1.71
6. H 0.41
7. H 0.32
8. C -0.76
9. H 0.27
10. H 0.28
11. C 0.23
12. H 0.36
13. C 0.24
14. H 0.33
15. C 0.19
16. H 0.39
17. O -0.09
18. C -0.98
19. C 0.18
20. C 0.35
21. O -0.06
22. H 0.38
23. O -0.05
24. C -0.53
25. H 0.27
26. H 0.27
27. O -0.03
28. C -1.23
29. N 0.05
30. C -0.94
31. H 0.32
32. C -0.53
33. N 0.31
34. N -0.66
35. H 0.39
36. H 0.28



[4]
A cluster of 2 separate species, C5H14 in total in a non-equilibrium geometry, computed with wB97M-V/def2-TZVPD.

Element x y z (Å)
H (-1.212, -0.521, -0.226)
H (3.596, -0.343, -0.900)
H (1.225, 2.257, -0.149)
H (-3.024, -0.172, 1.681)
C (0.682, 1.304, -0.045)
H (2.465, 0.653, -1.856)
H (1.075, -0.739, -0.270)
H (-3.947, -1.306, 0.824)
H (-2.034, -1.963, -0.662)
H (-0.028, 1.302, 0.777)
H (-1.342, -1.783, 0.989)
C (1.663, 0.104, 0.084)
C (-3.133, -0.591, 0.674)
H (3.330, 1.368, -0.593)
H (0.240, 1.388, -1.043)
H (2.004, 0.005, 1.110)
C (2.829, 0.430, -0.846)
C (-1.870, -1.290, 0.177)
H (-3.498, 0.237, 0.080)

Cartesian forces (eV/Å) of the 2 atoms listed first:
0.2260 -0.0759 0.1198
-0.0728 -0.0727 -0.0682

Computed properties:
Energy: -198.8729 a.u.
Net charge: 0
ΔE to the lowest compared entry with this formula, charge and spin: 42.8 kJ/mol
HOMO-LUMO gap: 12.520 eV
Highest occupied orbital energy: -11.374 eV
E_LUMO: 1.15 eV
Multiplicity: 1
Strongest force on any atom: 2.2 eV/Å

From a Mulliken analysis of the wavefunction, the atomic charges in e read:
1. H -0.14
2. H 0.33
3. H 0.42
4. H 0.29
5. C -1.34
6. H 0.32
7. H 0.19
8. H 0.33
9. H 0.35
10. H 0.29
11. H 0.28
12. C 0.10
13. C -1.04
14. H 0.34
15. H 0.37
16. H 0.28
17. C -1.29
18. C -0.39
19. H 0.30